Entry 1:
This record from OMol25 describes the molecule C4H4Cl2OS. The level of theory is the ωB97M-V functional and the def2-TZVPD basis.

Values from the calculation:
- Energy relative to the best compared isomer or geometry (same formula, charge and spin): 0.000 eV
- Net charge: 0
- Structure (SMILES): C/C(Cl)=C\SC(=O)Cl
- Orbital gap: 10.36 eV
- Lowest unoccupied orbital energy: 0.016 Ha
- HOMO: -9.9 eV

Positions of all 12 atoms, in Å:
C -0.42021 -0.57064 0.21917
C -0.24151 0.85599 -0.15018
Cl -1.56039 1.88481 0.28455
C 0.79433 1.42760 -0.75409
S 2.29095 0.57481 -1.18555
C 3.07031 0.55133 0.38003
O 2.59068 0.88059 1.41270
Cl 4.70118 -0.07165 0.23611
H -1.45652 -0.86815 0.07634
H -0.16780 -0.71883 1.26949
H 0.22430 -1.20533 -0.38852
H 0.80671 2.47720 -0.99823

***

Entry 2:
This record from OMol25 describes the molecule C4H4Cl2S2 at a distorted geometry. The level of theory is the ωB97M-V functional and the def2-TZVPD basis.

Values from the calculation:
- Energy relative to the best compared isomer or geometry (same formula, charge and spin): 0.924 eV
- Net charge: 0
- Structure (SMILES): S=C(CS)/C(Cl)=C\Cl
- Orbital gap: 7.91 eV
- Lowest unoccupied orbital energy: -0.042 Ha
- HOMO: -9.0 eV

Positions of all 12 atoms, in Å:
S -0.92690 1.63477 -1.28143
C -0.52008 0.13397 -0.69180
C -0.22317 -1.08411 -1.59276
S 1.57381 -1.54176 -1.54017
C -0.52297 -0.10043 0.80342
Cl -1.38723 -1.61429 1.24942
C 0.16811 0.61568 1.72136
Cl 1.14296 1.93447 1.40656
H -0.38419 -0.56420 -2.59121
H -0.93347 -1.92888 -1.30050
H 1.56061 -2.32409 -0.40976
H 0.14755 0.49533 2.85412

***

Entry 3:
This record from OMol25 describes a cluster of 2 separate species, C4H4ClF in total at a distorted geometry. The level of theory is the ωB97M-V functional and the def2-TZVPD basis.

Values from the calculation:
- Energy relative to the best compared isomer or geometry (same formula, charge and spin): 2.391 eV
- Net charge: 0
- Structure (SMILES): C=C(F)Cl.C#C
- Orbital gap: 10.83 eV
- Lowest unoccupied orbital energy: 0.033 Ha
- HOMO: -9.9 eV

Positions of all 10 atoms, in Å:
C 0.92947 -1.39047 -0.71722
C 1.51901 -0.38185 -0.13663
F 2.16021 -0.55941 1.00164
Cl 1.48740 1.33586 -0.53075
H 1.33021 -2.27668 -0.24967
H 0.29431 -1.17151 -1.53036
C -1.81732 1.30909 1.08255
C -1.93678 0.90842 -0.01849
H -1.75228 2.01774 1.88970
H -2.21422 0.20881 -0.79077

***

Entry 4:
This record from OMol25 describes a cluster of 2 separate species, C4H4ClF in total at a distorted geometry. The level of theory is the ωB97M-V functional and the def2-TZVPD basis.

Values from the calculation:
- Energy relative to the best compared isomer or geometry (same formula, charge and spin): 1.284 eV
- Net charge: 0
- Structure (SMILES): C#C/C=C\F.Cl
- Orbital gap: 10.26 eV
- Lowest unoccupied orbital energy: 0.024 Ha
- HOMO: -9.6 eV

Positions of all 10 atoms, in Å:
C -0.31112 2.05435 0.75216
C -0.35412 1.01083 0.15231
C -0.36756 -0.15947 -0.64741
C -0.95869 -1.32230 -0.37323
F -1.61750 -1.54363 0.77347
H -0.28032 2.95756 1.28012
H 0.15374 -0.06073 -1.58991
H -0.95761 -2.18997 -1.01732
Cl 2.94442 -0.48874 0.13507
H 1.74874 -0.25790 0.53473

***

Entry 5:
This record from OMol25 describes the ion C4H4ClF2N2 with charge +1 at a distorted geometry. The level of theory is the ωB97M-V functional and the def2-TZVPD basis.

Values from the calculation:
- Energy relative to the best compared isomer or geometry (same formula, charge and spin): 1.202 eV
- Net charge: +1
- Orbital gap (alpha / beta): 9.37 / 5.69 eV
- Lowest unoccupied orbital energy (alpha / beta): -0.127 / -0.381 Ha
- HOMO (alpha / beta): -12.8 / -16.0 eV
- Multiplicity: 3

Positions of all 13 atoms, in Å:
C -0.40722 -1.17911 0.87607
C -1.46861 0.60959 -0.03843
C 0.75520 -1.02346 -0.12087
C 0.94509 0.45183 -0.31081
N -1.39987 -0.38843 0.77446
N -0.42576 1.15827 -0.61417
F -2.54910 1.30394 -0.18552
F 1.52256 0.55660 -1.49532
Cl 1.74792 1.43000 0.94532
H -0.38342 -1.87525 1.71976
H 1.65532 -1.60931 0.39824
H 0.47621 -1.58321 -0.99930
H -0.46832 2.14852 -0.94944

***

Entry 6:
This record from OMol25 describes the molecule C4H4ClF3 at a distorted geometry. The level of theory is the ωB97M-V functional and the def2-TZVPD basis.

Values from the calculation:
- Energy relative to the best compared isomer or geometry (same formula, charge and spin): 1.554 eV
- Net charge: 0
- Structure (SMILES): F[C@@H]1[C@@H](F)[C@H](Cl)[C@H]1F
- Orbital gap: 11.81 eV
- Lowest unoccupied orbital energy: 0.021 Ha
- HOMO: -11.2 eV

Positions of all 12 atoms, in Å:
F 1.53042 -0.47466 1.46637
C 1.13799 -0.10683 0.08282
C 0.15244 1.02609 0.14486
F 0.46321 2.05572 -0.76183
C -0.95353 0.20399 -0.36470
Cl -2.58746 0.13091 0.53249
C -0.18542 -1.02603 -0.05790
F -0.20465 -2.04103 -1.00534
H 2.08709 -0.18736 -0.70294
H 0.20101 1.40645 1.21762
H -1.08181 0.49513 -1.40679
H -0.55930 -1.48238 0.85534

***

Entry 7:
This record from OMol25 describes the molecule C4H4ClNO at a distorted geometry. The level of theory is the ωB97M-V functional and the def2-TZVPD basis.

Values from the calculation:
- Energy relative to the best compared isomer or geometry (same formula, charge and spin): 0.136 eV
- Net charge: 0
- Structure (SMILES): O=C1NC=C[C@@H]1Cl
- Orbital gap: 9.56 eV
- Lowest unoccupied orbital energy: 0.022 Ha
- HOMO: -9.0 eV

Positions of all 11 atoms, in Å:
O 0.47269 -1.05325 2.09197
C 0.14724 -0.50217 1.06331
N -1.11249 -0.47741 0.49495
C -1.13135 0.19042 -0.67359
C 0.09165 0.65150 -1.00358
C 1.04498 0.34248 0.13646
Cl 2.40927 -0.63621 -0.44667
H -1.79287 -1.12576 0.73535
H -2.02283 0.43677 -1.17142
H 0.46464 0.99964 -1.97142
H 1.42907 1.17399 0.74465

***

Entry 8:
This record from OMol25 describes a cluster of 2 separate species, C4H4ClNO2 in total at a distorted geometry. The level of theory is the ωB97M-V functional and the def2-TZVPD basis.

Values from the calculation:
- Energy relative to the best compared isomer or geometry (same formula, charge and spin): 6.885 eV
- Net charge: 0
- Structure (SMILES): O=NC(=O)Cl.C1=CC1
- Orbital gap (alpha / beta): 7.19 / 7.19 eV
- Lowest unoccupied orbital energy (alpha / beta): -0.082 / -0.082 Ha
- HOMO (alpha / beta): -9.4 / -9.4 eV

Positions of all 12 atoms, in Å:
O -0.48099 -1.94456 1.68972
N -0.28086 -0.89981 2.24774
C -0.22397 0.40552 1.99472
O -0.83220 1.38970 2.18495
Cl 1.75171 0.45232 1.74336
C 0.11640 0.90011 -1.73345
C -0.66119 0.19637 -0.95618
C 0.55087 -0.45713 -1.42983
H 0.10942 1.70780 -2.42830
H -1.65446 0.26460 -0.47653
H 1.22288 -0.78745 -0.69406
H 0.38239 -1.22745 -2.14214

***

Entry 9:
This record from OMol25 describes the molecule C4H4ClNO3S at a distorted geometry. The level of theory is the ωB97M-V functional and the def2-TZVPD basis.

Values from the calculation:
- Energy relative to the best compared isomer or geometry (same formula, charge and spin): 2.419 eV
- Net charge: 0
- Orbital gap (alpha / beta): 7.04 / 6.79 eV
- Lowest unoccupied orbital energy (alpha / beta): -0.002 / -0.128 Ha
- HOMO (alpha / beta): -7.1 / -10.3 eV
- Multiplicity: 3

Positions of all 14 atoms, in Å:
C 0.73341 -1.00171 -0.71359
C 1.85522 -0.22762 -0.58774
C -0.44383 -0.60262 -1.54825
C 0.64594 1.94774 -0.82934
N 0.98094 2.94259 -0.27588
O 1.52873 3.86660 0.29518
O -1.76175 1.79795 -1.68436
O -1.07540 0.85164 0.54522
S -0.88920 1.03230 -0.87308
Cl 3.32268 -0.89177 0.40610
H 0.53858 -1.93699 -0.08997
H -0.00602 -0.72266 -2.60838
H -1.38182 -1.15183 -1.53454
H 1.89724 0.75156 -1.41111

***

Entry 10:
This record from OMol25 describes a structure of composition C4H4CuO2 at a distorted geometry. The level of theory is the ωB97M-V functional and the def2-TZVPD basis.

Values from the calculation:
- Energy relative to the best compared isomer or geometry (same formula, charge and spin): 0.000 eV
- Net charge: +1
- Orbital gap: 7.95 eV
- Lowest unoccupied orbital energy: -0.213 Ha
- HOMO: -13.7 eV

Positions of all 11 atoms, in Å:
O 0.69620 -1.71692 2.20594
C -0.33543 -1.72163 1.57294
C -0.56076 -0.84230 0.38884
H -1.17293 -2.39582 1.84402
H -1.42810 -1.06440 -0.23968
C 0.30404 0.13533 0.05403
C 0.00871 1.04703 -1.05275
O 0.69439 2.02091 -1.31033
Cu 1.30349 3.56513 -2.31038
H 1.20024 0.32665 0.64911
H -0.70985 0.64602 -1.80173

***

Entry 11:
This record from OMol25 describes a structure of composition C4H4ErO at a distorted geometry. The level of theory is the ωB97M-V functional and the def2-TZVPD basis.

Values from the calculation:
- Energy relative to the best compared isomer or geometry (same formula, charge and spin): 0.000 eV
- Net charge: +2
- Orbital gap (alpha / beta): 6.00 / 6.46 eV
- Lowest unoccupied orbital energy (alpha / beta): -0.364 / -0.380 Ha
- HOMO (alpha / beta): -15.9 / -16.8 eV
- Multiplicity: 5

Positions of all 10 atoms, in Å:
C 0.37936 1.36791 -2.43717
C -0.21653 1.23447 -1.33195
H -1.00946 1.81297 -0.86085
H 1.13727 1.03659 -3.13577
C 0.16278 -0.24295 0.11867
C -0.50026 -0.34316 1.28033
O -0.37984 -1.30469 2.18204
Er 0.78170 -3.03993 2.95308
H 0.94367 -0.90564 -0.26215
H -1.29869 0.38442 1.49377

***

Entry 12:
This record from OMol25 describes the molecule C4H4F2O2 at a distorted geometry. The level of theory is the ωB97M-V functional and the def2-TZVPD basis.

Values from the calculation:
- Energy relative to the best compared isomer or geometry (same formula, charge and spin): 2.340 eV
- Net charge: 0
- Structure (SMILES): C=C(O)OC=C(F)F
- Orbital gap: 9.18 eV
- Lowest unoccupied orbital energy: 0.022 Ha
- HOMO: -8.6 eV

Positions of all 12 atoms, in Å:
C -0.59521 -1.45445 1.72820
C -0.06223 -0.49957 0.96176
O 0.89300 0.40316 1.30370
O -0.46273 -0.20614 -0.30628
C 0.35594 0.54107 -1.11445
C -0.09533 1.00050 -2.29602
F 0.79305 1.72765 -2.95970
F -1.36751 0.99632 -2.66412
H -0.28567 -1.59495 2.69134
H -1.31230 -2.14150 1.25811
H 0.68853 0.63916 2.19406
H 1.45045 0.58876 -0.79659